{"formula": "C43H23BrF5IN3O4Re", "method": "ωB97M-V with the def2-TZVPD basis set", "elements": ["Re", "Br", "C", "C", "C", "C", "C", "C", "N", "N", "C", "C", "C", "C", "O", "C", "N", "C", "C", "C", "C", "H", "H", "H", "H", "H", "H", "H", "H", "H", "F", "C", "C", "F", "C", "F", "C", "O", "C", "F", "C", "F", "C", "C", "C", "C", "C", "C", "C", "C", "C", "C", "C", "C", "C", "C", "C", "H", "H", "H", "H", "H", "H", "H", "H", "H", "H", "I", "C", "C", "C", "C", "C", "C", "C", "O", "O", "H", "H", "H", "H"], "positions_angstrom": [[-0.079, -1.613, -0.840], [-0.659, 1.423, 6.721], [0.401, -0.083, 6.257], [-0.099, -1.025, 5.373], [0.667, -2.128, 5.042], [1.938, -2.313, 5.610], [2.408, -1.352, 6.510], [1.655, -0.234, 6.825], [2.761, -3.435, 5.411], [2.537, -4.319, 4.525], [2.069, -4.090, 3.259], [1.491, -5.184, 2.610], [0.754, -5.054, 1.447], [0.587, -3.809, 0.844], [-0.135, -3.607, -0.210], [1.271, -2.687, 1.433], [1.075, -1.485, 0.806], [1.693, -0.415, 1.273], [2.610, -0.493, 2.321], [2.823, -1.687, 2.960], [2.072, -2.812, 2.573], [-1.085, -0.905, 4.946], [0.270, -2.853, 4.346], [3.391, -1.499, 6.943], [2.031, 0.510, 7.513], [1.576, -6.145, 3.104], [0.272, -5.910, 0.994], [1.460, 0.521, 0.786], [3.139, 0.399, 2.626], [3.564, -1.764, 3.741], [1.619, -0.769, -7.298], [1.618, -1.139, -6.008], [2.805, -1.399, -5.349], [3.960, -1.305, -6.019], [2.816, -1.746, -4.013], [3.995, -1.983, -3.421], [1.640, -1.829, -3.254], [1.643, -2.063, -1.971], [0.466, -1.629, -3.986], [-0.705, -1.799, -3.317], [0.432, -1.269, -5.314], [-0.733, -1.051, -5.931], [-0.001, 0.253, -1.430], [0.021, 1.403, -1.937], [0.027, 2.627, -2.528], [1.320, 3.206, -2.944], [1.412, 4.152, -3.974], [2.638, 4.679, -4.352], [3.804, 4.265, -3.725], [3.733, 3.290, -2.737], [2.511, 2.763, -2.357], [-1.272, 3.299, -2.762], [-2.433, 2.533, -2.924], [-3.657, 3.137, -3.156], [-3.758, 4.522, -3.216], [-2.623, 5.295, -3.014], [-1.395, 4.692, -2.785], [0.515, 4.448, -4.501], [2.681, 5.410, -5.151], [4.759, 4.688, -4.011], [4.641, 2.935, -2.263], [2.463, 1.995, -1.594], [-2.354, 1.454, -2.877], [-4.539, 2.524, -3.296], [-4.714, 4.994, -3.402], [-2.693, 6.376, -3.033], [-0.524, 5.306, -2.594], [-8.172, 0.332, 2.849], [-6.186, -0.136, 2.349], [-5.291, -0.452, 3.359], [-3.991, -0.796, 3.014], [-3.595, -0.826, 1.683], [-4.501, -0.477, 0.688], [-5.806, -0.131, 1.016], [-2.171, -1.211, 1.346], [-1.370, -1.413, 2.250], [-1.948, -1.288, 0.072], [-5.600, -0.429, 4.395], [-3.260, -1.047, 3.770], [-4.171, -0.479, -0.342], [-6.514, 0.138, 0.244]], "s_squared": 1.241, "spin_multiplicity": 2, "total_charge": -1, "fmax_ev_per_a": 1.76, "relative_energy_kcal_mol": 29.7, "e_lumo_ev": [1.22, 1.28], "gap_ev": [5.55, 5.93]}